## A
Below is an isolated molecule of C3H6O, with properties calculated with ωB97M-V/def2-TZVPD.

Output
Frontier orbital gap (eV): 10.08
SMILES string: C=CCO
LUMO energy (hartree): 0.0217
HOMO level (eV): -9.5
Net charge: 0

Geometry as XYZ:
```
10
C3H6O (ωB97M-V/def2-TZVPD)
H 1.228 1.133 -0.918
C -1.469 -0.652 -0.084
O 1.261 -0.826 -0.191
H -0.874 -1.577 0.149
H -2.498 -0.747 -0.051
C -0.771 0.485 -0.093
H 1.259 0.988 0.796
C 0.761 0.486 -0.059
H -1.145 1.489 -0.009
H 2.249 -0.779 0.460
```

Atomic partial charges in e from the natural (NBO) method, atoms 1 to 2: atom 1 (H): 0.158, atom 2 (C): -0.394

=====

## B
Below is a structure of composition C3H6O, with properties calculated with ωB97M-V/def2-TZVPD.

Output
Frontier orbital gap (eV): 10.42
LUMO energy (hartree): 0.0362
HOMO level (eV): -9.4
Net charge: 0

Geometry as XYZ:
```
10
C3H6O (ωB97M-V/def2-TZVPD)
O -2.436 -0.150 0.129
H -1.104 0.888 -0.950
H 1.114 0.230 -1.104
C 1.190 0.159 -0.023
H 2.101 -0.395 0.168
H 1.394 1.192 0.265
C -1.303 0.143 -0.159
H -0.301 -0.652 1.530
H -0.573 -1.008 -0.359
C -0.083 -0.406 0.502
```

Atomic partial charges in e from the natural (NBO) method, atoms 1 to 2: atom 1 (O): -0.565, atom 2 (H): 0.119

=====

## C
Below is an isolated molecule of C3H6O, with properties calculated with ωB97M-V/def2-TZVPD.

Output
Frontier orbital gap (eV): 10.41
SMILES string: C=CCO
LUMO energy (hartree): 0.0326
HOMO level (eV): -9.5
Net charge: 0

Geometry as XYZ:
```
10
C3H6O (ωB97M-V/def2-TZVPD)
H 1.149 -1.367 0.362
C -0.621 -0.374 -0.323
H 0.094 -0.632 1.648
C -0.958 0.694 -1.056
O 1.240 0.722 0.664
H -1.828 0.591 -1.676
H 2.067 0.462 1.143
C 0.516 -0.483 0.634
H -1.302 -1.199 -0.357
H -0.356 1.587 -1.039
```

Atomic partial charges in e from the natural (NBO) method, atoms 1 to 2: atom 1 (H): 0.172, atom 2 (C): -0.204

=====

## D
Below is an isolated molecule of C3H6O, with properties calculated with ωB97M-V/def2-TZVPD.

Output
Frontier orbital gap (eV): 9.42
LUMO energy (hartree): 0.0356
HOMO level (eV): -8.5
Net charge: 0

Geometry as XYZ:
```
10
C3H6O (ωB97M-V/def2-TZVPD)
H -1.596 1.236 0.921
H 0.465 1.342 -0.437
C 0.229 0.417 0.106
C 0.679 -0.663 -0.831
H -1.534 -0.533 0.918
H 0.792 0.427 1.047
C -1.274 0.362 0.353
O 1.858 -1.124 -0.434
H -1.806 0.339 -0.598
H 2.188 -1.804 -1.044
```

Atomic partial charges in e from the natural (NBO) method, atoms 1 to 2: atom 1 (H): 0.209, atom 2 (H): 0.241

=====

So which one is most stable? That would be C, about 21.8 kcal/mol below the next structure.

=====

## A
Below is an isolated molecule of C3H6O, with properties calculated with ωB97M-V/def2-TZVPD.

Output
Frontier orbital gap (eV): 9.84
SMILES string: C=COC
LUMO energy (hartree): 0.0408
HOMO level (eV): -8.7
Net charge: 0

Geometry as XYZ:
```
10
C3H6O (ωB97M-V/def2-TZVPD)
H 0.490 -1.832 1.531
H -0.894 -0.541 -0.975
H -0.409 2.347 -0.048
H -1.572 1.820 -1.392
O 0.445 -0.069 0.498
C 0.766 -1.448 0.536
C -0.471 0.290 -0.428
H 1.839 -1.610 0.409
H 0.224 -2.024 -0.242
C -0.834 1.557 -0.653
```

Atomic partial charges in e from the natural (NBO) method, atoms 1 to 2: atom 1 (H): 0.185, atom 2 (H): 0.160

=====

## B
Below is an isolated molecule of C3H6O, with properties calculated with ωB97M-V/def2-TZVPD.

Output
Frontier orbital gap (eV): 10.18
SMILES string: C[C@H]1CO1
LUMO energy (hartree): 0.0420
HOMO level (eV): -9.0
Net charge: 0

Geometry as XYZ:
```
10
C3H6O (ωB97M-V/def2-TZVPD)
H 0.121 -1.388 -0.297
O -0.284 -0.159 1.408
H -1.417 -1.775 0.755
C -0.464 0.136 0.077
C 0.746 0.874 -0.477
H 0.754 1.025 -1.561
H 1.708 0.435 -0.173
H 0.690 1.860 -0.002
C -0.426 -1.337 0.635
H -1.429 0.330 -0.365
```

Atomic partial charges in e from the natural (NBO) method, atoms 1 to 2: atom 1 (H): 0.234, atom 2 (O): -0.459

=====

So which one is most stable? That would be A, about 48.7 kcal/mol below the next structure.

=====

## A
Below is a cluster of 2 separate species, C6H16N in total, with properties calculated with ωB97M-V/def2-TZVPD.

Output
Frontier orbital gap (eV): 10.85
LUMO energy (hartree): -0.1099
HOMO level (eV): -13.8
Net charge: +1

Geometry as XYZ:
```
23
C6H16N (ωB97M-V/def2-TZVPD)
H -2.745 -0.146 1.347
H 1.358 0.766 -2.415
H -1.399 0.935 1.992
N -0.080 -0.066 -1.160
H 0.575 -1.781 3.146
H 1.380 1.529 0.553
C 0.487 -1.118 2.292
C -1.183 -0.198 -2.164
C -0.945 -1.111 1.813
C 1.895 1.228 -0.360
C 0.885 1.040 -1.475
H -1.835 0.660 -2.068
H -0.469 0.081 -0.209
C -1.713 -0.040 1.661
H -0.750 -0.282 -3.153
H -1.755 -1.085 -1.934
H 2.390 0.292 -0.116
H 0.806 -0.123 2.599
H 2.588 2.007 -0.640
H 1.147 -1.478 1.505
H 0.438 -0.943 -1.092
H -1.346 -2.082 1.540
H 0.271 1.916 -1.664
```

Atomic partial charges in e from the natural (NBO) method, atoms 1 to 2: atom 1 (H): 0.222, atom 2 (H): 0.221

=====

## B
Below is a cluster of 2 separate species, C6H16N in total, with properties calculated with ωB97M-V/def2-TZVPD.

Output
Frontier orbital gap (eV): 6.45
LUMO energy (hartree): -0.2663
HOMO level (eV): -13.7
Net charge: +1

Geometry as XYZ:
```
23
C6H16N (ωB97M-V/def2-TZVPD)
H -2.763 -1.421 0.949
H -3.663 1.048 -0.177
H 2.271 0.493 -1.632
H -1.344 1.276 1.026
N 1.137 0.543 1.551
C -1.683 0.379 0.493
C 2.120 0.076 -0.632
C -2.721 0.725 -0.594
H 2.001 0.917 1.879
H 0.696 1.634 -0.191
H -2.836 -0.121 -1.282
H -3.253 -0.081 2.002
H 5.530 -1.700 -3.177
C 0.845 0.585 0.125
H 0.782 -0.238 2.073
C -0.427 -0.150 -0.081
C -2.413 -0.539 1.490
H 5.494 -2.421 -3.048
H 3.011 0.098 -0.024
H -0.681 -0.753 -0.970
H -1.697 -0.883 2.242
H -2.309 1.518 -1.235
H 1.902 -0.986 -0.787
```

Atomic partial charges in e from the natural (NBO) method, atoms 1 to 2: atom 1 (H): 0.225, atom 2 (H): 0.261

=====

## C
Below is the ion C6H16N with charge +1, with properties calculated with ωB97M-V/def2-TZVPD.

Output
Frontier orbital gap (eV): 10.87
SMILES string: CCCC[C@@H](C)[NH3+]
LUMO energy (hartree): -0.1347
HOMO level (eV): -14.5
Net charge: +1

Geometry as XYZ:
```
23
C6H16N (ωB97M-V/def2-TZVPD)
H -0.867 1.342 1.951
H -0.414 1.599 -0.618
C -0.563 2.227 1.443
H 1.576 -1.458 0.422
H 0.549 -0.205 -2.156
H 0.765 -2.079 -1.922
H 0.408 -0.430 1.525
H 1.828 1.028 -0.701
C -0.021 -1.196 -1.864
H -0.772 -1.480 -2.523
H -1.166 -0.053 -0.447
H -1.536 2.700 1.210
C 0.194 1.956 0.182
C 1.372 0.958 0.250
C -0.377 -0.889 -0.469
N -1.103 -2.190 0.014
H 0.020 2.759 2.185
H 2.064 1.302 0.904
C 0.829 -0.580 0.450
H 0.690 2.930 -0.096
H -1.251 -2.238 1.077
H -0.741 -3.051 -0.547
H -2.040 -2.189 -0.325
```

Atomic partial charges in e from the natural (NBO) method, atoms 1 to 2: atom 1 (H): 0.184, atom 2 (H): 0.177

=====

## D
Below is a cluster of 2 separate species, C6H16N in total, with properties calculated with ωB97M-V/def2-TZVPD.

Output
Frontier orbital gap (eV): 10.37
LUMO energy (hartree): -0.1151
HOMO level (eV): -13.5
Net charge: +1

Geometry as XYZ:
```
23
C6H16N (ωB97M-V/def2-TZVPD)
H -0.002 0.898 -2.715
H 2.455 1.069 -0.166
H -2.080 1.173 0.313
C -0.283 -0.089 -2.357
N 1.125 -0.097 0.987
H 0.383 0.684 2.774
C -1.758 -1.323 -0.654
H 0.339 0.334 0.436
H -2.441 -1.697 -1.417
H -2.326 -1.170 0.262
C 2.294 0.822 0.879
H 1.315 -0.988 0.527
H -0.996 -2.088 -0.493
H -0.916 2.063 -0.815
H 2.060 1.725 1.436
H 1.465 -0.706 2.972
C -1.402 1.141 -0.527
C 0.653 -0.290 2.386
C -1.153 -0.034 -1.123
H -0.199 -0.963 2.399
H 3.174 0.343 1.298
H -0.814 -0.611 -3.155
H 0.628 -0.671 -2.178
```

Atomic partial charges in e from the natural (NBO) method, atoms 1 to 2: atom 1 (H): 0.231, atom 2 (H): 0.239

=====

So which one is most stable? That would be D, about 1.2 kcal/mol below the next structure.

=====

## A
Below is a cluster of 2 separate species, C3H10S2 in total, with properties calculated with ωB97M-V/def2-TZVPD.

Output
Frontier orbital gap (eV): 9.56
SMILES string: CCS.CS
LUMO energy (hartree): 0.0268
HOMO level (eV): -8.8
Net charge: 0

Geometry as XYZ:
```
15
C3H10S2 (ωB97M-V/def2-TZVPD)
H -4.255 2.649 1.170
H 4.094 -0.770 -1.232
H 4.143 -3.330 -2.745
H 1.881 -1.543 0.039
H -5.801 2.558 2.682
C 1.933 -1.627 -1.084
H 1.263 -2.404 -1.557
C -4.709 2.486 2.284
S 4.008 -3.223 -1.452
H 3.226 -1.285 -2.774
H -2.897 3.866 2.020
C 3.298 -1.440 -1.713
H 1.498 -0.728 -1.421
H -4.405 1.429 2.533
S -3.276 3.363 3.248
```

Atomic partial charges in e from the natural (NBO) method, atoms 1 to 2: atom 1 (H): 0.243, atom 2 (H): 0.230

=====

## B
Below is a cluster of 2 separate species, C3H10S2 in total, with properties calculated with ωB97M-V/def2-TZVPD.

Output
Frontier orbital gap (eV): 9.21
SMILES string: CSS.CC
LUMO energy (hartree): -0.0006
HOMO level (eV): -9.2
Net charge: 0

Geometry as XYZ:
```
15
C3H10S2 (ωB97M-V/def2-TZVPD)
C 1.932 -0.118 -1.696
H 1.426 -0.014 1.138
H -0.237 -0.408 -2.558
H 1.477 0.537 -0.835
S 0.356 -0.172 1.993
H 1.121 -1.391 -3.340
H 2.024 -1.062 -1.037
H -2.595 1.470 1.045
C -1.703 1.386 0.319
C 0.906 -0.413 -2.836
H -0.921 2.006 0.829
H 0.988 0.275 -3.652
H -1.850 1.832 -0.635
H 2.903 -0.075 -2.129
S -1.052 -0.347 0.286
```

Atomic partial charges in e from the natural (NBO) method, atoms 1 to 2: atom 1 (C): -0.636, atom 2 (H): 0.139

=====

So which one is most stable? That would be B, about 23.7 kcal/mol below the next structure.

=====

## A
Below is a cluster of 2 separate species, C2H4BFO in total, with properties calculated with ωB97M-V/def2-TZVPD.

Output
Frontier orbital gap (eV): 8.83
SMILES string: O=C=CF.B
LUMO energy (hartree): -0.0193
HOMO level (eV): -9.4
Net charge: 0

Geometry as XYZ:
```
9
C2H4BFO (ωB97M-V/def2-TZVPD)
H 1.643 0.190 0.309
H 0.061 -0.465 0.335
H -1.518 -0.375 -0.766
H -1.609 0.560 0.928
C 2.694 0.481 0.122
B -1.015 -0.179 0.221
O 4.553 -1.154 0.056
C 3.673 -0.362 0.004
F 2.947 1.789 -0.106
```

Atomic partial charges in e from the natural (NBO) method, atoms 1 to 2: atom 1 (H): 0.220, atom 2 (H): -0.140

=====

## B
Below is a structure of composition C2H4BFO, with properties calculated with ωB97M-V/def2-TZVPD.

Output
Frontier orbital gap (eV): 9.77
LUMO energy (hartree): -0.0331
HOMO level (eV): -10.7
Net charge: 0

Geometry as XYZ:
```
9
C2H4BFO (ωB97M-V/def2-TZVPD)
H 1.181 -0.435 0.652
O -1.723 0.345 1.133
F 0.276 -1.438 -0.937
H 0.850 1.786 0.488
H 2.035 0.536 -0.737
C -1.420 -0.337 0.204
H -2.238 -0.952 -0.388
C -0.030 -0.296 -0.313
B 1.069 0.790 -0.102
```

Atomic partial charges in e from the Mulliken method, atoms 1 to 2: atom 1 (H): 0.175, atom 2 (O): -0.386

=====

So which one is most stable? That would be B, about 20.1 kcal/mol below the next structure.

=====

## A
Below is a cluster of 2 separate species, C2H5NS2 in total, with properties calculated with ωB97M-V/def2-TZVPD.

Output
Frontier orbital gap (spin up / spin down) (eV): 6.97 / 6.97
SMILES string: CC=S.N=S
LUMO energy (spin up / spin down) (hartree): -0.0629 / -0.0629
HOMO level (spin up / spin down) (eV): -8.7 / -8.7
Net charge: 0

Geometry as XYZ:
```
10
C2H5NS2 (ωB97M-V/def2-TZVPD)
C 0.079 0.241 -1.191
N -1.549 -1.581 1.915
H 0.974 0.716 0.934
H -0.860 -0.128 -0.586
H 0.658 -0.622 -1.540
S -0.083 -2.062 1.591
C 0.909 0.997 -0.171
H -1.612 -0.595 1.831
H -0.369 0.824 -2.047
S 1.853 2.212 -0.736
```

Atomic partial charges in e from the natural (NBO) method, atoms 1 to 2: atom 1 (C): -0.691, atom 2 (N): -0.695

=====

## B
Below is a structure of composition C2H5NS2, with properties calculated with ωB97M-V/def2-TZVPD.

Output
Frontier orbital gap (eV): 8.57
LUMO energy (hartree): 0.0004
HOMO level (eV): -8.6
Net charge: 0

Geometry as XYZ:
```
10
C2H5NS2 (ωB97M-V/def2-TZVPD)
C 0.733 0.370 1.518
S -2.142 -0.527 -1.793
C 0.364 0.161 -1.349
H 1.763 0.204 2.258
N -0.621 -0.350 -0.794
H -0.029 -0.589 1.427
H -2.757 -1.666 -0.653
H 0.687 0.384 -2.363
S 1.671 0.489 -0.160
H 0.332 1.524 1.909
```

Atomic partial charges in e from the natural (NBO) method, atoms 1 to 2: atom 1 (C): -0.778, atom 2 (S): 0.079

=====

So which one is most stable? That would be A, about 16.9 kcal/mol below the next structure.